Record 1
ORCA calculation (ωB97M-V with the def2-TZVPD basis set) on a molecular structure, C9H18N2O4.

Each line ends with the Löwdin charge.
Geometry (Å):
O  3.196  -1.937  -0.051  0.03
O  1.605  2.431  0.330  -0.21
O  4.640  -0.026  -0.235  0.03
O  -0.034  -1.377  2.104  0.07
N  1.511  0.060  1.226  0.10
N  0.692  -1.786  -0.893  0.00
C  2.299  0.294  0.030  -0.32
C  -1.864  1.484  -0.197  -0.08
C  -0.173  -0.790  -0.195  -0.37
C  -4.123  -0.083  -0.099  -0.07
C  2.844  1.701  0.024  -0.21
C  -1.725  -1.092  -0.215  -0.12
C  0.370  -0.677  1.130  -0.46
C  3.482  -0.591  -0.109  -0.38
C  -2.638  0.132  0.228  -0.41
H  -1.639  1.767  -1.426  0.15
H  -4.690  -0.859  0.294  0.05
H  -2.693  2.432  -0.123  0.13
H  0.968  1.413  0.712  0.16
H  2.197  -1.952  -0.472  0.06
H  0.101  -2.142  -1.787  0.18
H  -1.956  -1.231  -1.291  0.10
H  1.913  0.486  2.138  0.24
H  -2.570  0.128  1.358  0.14
H  -1.864  -2.170  0.106  0.14
H  3.884  1.851  0.705  0.18
H  -0.953  1.762  0.170  -0.02
H  -4.203  0.075  -1.273  0.12
H  1.611  0.021  -0.815  0.14
H  3.052  2.052  -1.048  0.14
H  -4.308  0.925  0.413  0.09
H  1.069  -2.623  -0.025  0.25
H  -0.002  0.317  -0.714  0.16

Properties
Total charge: 0
Relative energy (zero: lowest compared OMol25 entry of this formula, charge and spin) in eV: 9.373

---

Record 2
ORCA calculation (ωB97M-V with the def2-TZVPD basis set) on 2 unconnected molecules or ions with the total composition C4H4O4.

Each line ends with the Löwdin charge.
Geometry (Å):
O  -0.305  -1.220  -2.664  0.18
O  -1.683  1.236  -0.653  0.08
O  -0.250  1.852  0.976  0.12
O  -1.416  -0.005  1.229  0.11
C  1.777  -0.987  0.313  0.08
C  0.278  -1.081  -1.663  -0.23
C  0.858  -0.815  -0.603  -0.11
C  -1.033  0.947  0.347  -0.66
H  -2.270  -0.329  0.888  0.14
H  2.578  -1.709  0.209  0.07
H  1.665  -0.488  1.271  0.07
H  -0.199  2.597  0.349  0.14

Properties
Total charge: 0
Relative energy (zero: lowest compared OMol25 entry of this formula, charge and spin) in eV: 2.945

---

Record 3
ORCA calculation (ωB97M-V with the def2-TZVPD basis set) on a molecular structure, C33H34AlAs2ClN5O9.

Each line ends with the Löwdin charge.
Geometry (Å):
As  1.188  1.607  -1.837  1.32
As  -1.501  3.333  -3.818  1.32
Cl  -1.660  -0.197  -0.059  0.60
Al  0.693  -1.070  2.044  0.15
O  -0.548  5.812  -0.708  -0.06
O  1.393  -1.022  -3.105  0.07
O  -1.031  -0.074  -5.672  0.14
O  -1.896  5.916  -2.497  0.09
O  0.659  0.806  1.443  -0.05
O  -2.942  0.937  -5.078  -0.07
O  0.208  3.508  1.039  -0.08
O  -0.810  -1.441  -3.245  -0.05
O  2.025  4.098  -0.061  0.14
N  2.081  -1.547  0.727  0.11
N  -0.049  -2.389  4.879  0.19
N  1.347  -3.868  0.672  0.19
N  1.027  -0.447  3.900  0.11
N  0.846  -2.814  2.732  0.10
C  -1.111  5.312  -1.812  -0.53
C  -0.652  3.924  -2.142  -0.31
C  1.919  1.216  5.387  -0.03
C  -0.903  7.171  -0.390  0.00
C  0.059  -4.973  2.453  -0.09
C  2.393  2.382  -3.169  -0.24
C  0.246  -0.640  -3.176  -0.57
C  2.135  -2.816  0.229  -0.26
C  0.251  3.289  -1.404  -0.30
C  0.142  -3.152  3.859  -0.25
C  -1.015  1.419  -3.805  -0.29
C  -1.226  3.368  1.049  -0.03
C  2.951  -0.631  0.245  -0.12
C  0.576  -1.162  4.967  -0.25
C  -0.981  -7.061  2.842  -0.05
C  -1.404  -6.617  4.094  -0.05
C  3.894  -2.176  -1.282  -0.02
C  3.875  -0.901  -0.728  -0.05
C  -1.152  -1.325  1.285  -0.49
C  1.401  0.520  6.481  -0.02
C  1.699  0.707  4.138  -0.08
C  0.819  -3.864  1.841  -0.26
C  0.881  3.755  -0.129  -0.56
C  -0.236  -6.242  2.000  0.01
C  -0.513  -2.839  -3.372  -0.01
C  0.733  -0.656  6.266  0.02
C  -1.095  -5.338  4.548  0.01
C  -3.593  0.288  -6.187  -0.01
C  -3.276  3.128  -2.996  -0.27
C  -0.094  0.813  -3.064  -0.32
C  -1.647  0.647  -4.935  -0.54
C  3.024  -3.125  -0.802  0.01
C  -0.362  -4.530  3.703  -0.09
H  -1.249  -2.319  0.846  0.02
H  -1.692  4.341  0.916  0.10
H  -1.977  7.252  -0.236  0.10
H  -1.469  -3.347  -3.310  0.10
H  -1.412  -4.987  5.520  0.12
H  -3.598  4.112  -2.664  0.02
H  3.083  3.052  -2.660  0.03
H  3.000  -4.133  -1.188  0.12
H  0.150  -3.162  -2.570  0.09
H  2.868  0.362  0.660  0.10
H  -1.237  -8.062  2.524  0.11
H  -3.485  -0.791  -6.104  0.10
H  -0.605  7.830  -1.202  0.10
H  0.102  -6.582  1.030  0.12
H  2.937  1.562  -3.635  0.03
H  -3.153  0.623  -7.124  0.10
H  -3.233  2.433  -2.159  0.03
H  -1.980  -7.281  4.723  0.11
H  1.827  2.926  -3.922  0.03
H  -3.964  2.752  -3.746  0.02
H  -1.478  2.976  2.031  0.10
H  0.020  0.784  0.694  -0.04
H  -1.572  2.681  0.279  0.06
H  2.472  2.136  5.504  0.12
H  -0.358  7.408  0.517  0.10
H  4.540  -0.120  -1.068  0.12
H  0.770  1.752  1.667  0.09
H  -1.936  -1.241  2.039  0.03
H  2.091  1.221  3.272  0.12
H  1.535  0.898  7.486  0.12
H  0.324  -1.244  7.074  0.12
H  4.582  -2.420  -2.081  0.13
H  -4.636  0.580  -6.125  0.10
H  -0.038  -3.028  -4.334  0.11

Properties
Total charge: +1

---

Number 1: gap between HOMO and LUMO 9.77 eV, E_tot -763.937084 Eh. Number 2: gap between HOMO and LUMO 8.40 eV, E_tot -455.704793 Eh. Number 3: gap between HOMO and LUMO 7.30 eV, E_tot -7402.991990 Eh.